(1)
{
  "formula": "C2H8N4O",
  "method": "ωB97M-V/def2-TZVPD",
  "symbols": ["H", "O", "N", "N", "C", "C", "N", "H", "H", "H", "N", "H", "H", "H", "H"],
  "coordinates": [[-0.63, 2.41, -0.57], [0.42, -1.77, 0.74], [-1.71, -0.95, 0.32], [0.09, 2.33, 0.16], [0.62, 1.15, 0.16], [-0.38, -1.18, 0.05], [-0.06, -0.91, -1.41], [-0.84, -1.11, -2.04], [-1.91, -1.08, 1.31], [1.87, 1.58, 1.72], [1.67, 0.90, 1.00], [-2.08, -0.07, -0.03], [0.74, -1.49, -1.68], [1.78, -0.06, 1.30], [0.41, 0.25, -1.03]],
  "mulliken_charge": [0.220, -0.557, -0.473, -0.830, 0.092, 0.330, -0.397, 0.267, 0.276, 0.258, -0.500, 0.283, 0.294, 0.229, 0.509],
  "e_tot_ev": -10209.79876,
  "gap_ev": 8.04,
  "e_above_lowest_ev": 2.8140,
  "largest_force_ev_per_a": 3.45
}

---

(2)
{
  "formula": "C2H8N4O",
  "method": "ωB97M-V/def2-TZVPD",
  "symbols": ["C", "N", "H", "H", "C", "H", "N", "N", "N", "H", "O", "H", "H", "H", "H"],
  "coordinates": [[1.55, -0.40, -0.56], [-1.62, -0.46, 0.09], [1.90, -0.59, 0.43], [-0.43, -2.15, 0.19], [0.83, 1.70, 0.40], [-1.89, -2.14, -0.77], [-1.39, -1.85, 0.04], [-2.68, 0.01, 0.37], [0.61, 0.62, -0.55], [1.25, -1.42, -1.04], [-3.15, 1.06, 0.68], [0.65, 1.29, 1.47], [1.93, 2.04, 0.09], [0.02, 2.40, 0.28], [2.41, -0.11, -1.12]],
  "mulliken_charge": [-0.805, 0.359, 0.372, 0.265, -0.651, 0.261, -0.527, 0.137, -0.304, 0.238, -0.489, 0.228, 0.339, 0.244, 0.333],
  "e_tot_ev": -10204.23778,
  "gap_ev": [8.31, 8.61],
  "e_above_lowest_ev": 8.3750,
  "largest_force_ev_per_a": 3.21
}

---

(3)
{
  "formula": "C2H8N4O",
  "method": "ωB97M-V/def2-TZVPD",
  "symbols": ["H", "N", "H", "O", "C", "N", "H", "H", "N", "N", "H", "C", "H", "H", "H"],
  "coordinates": [[2.05, 0.58, -0.52], [0.36, 1.78, 0.15], [0.47, -1.62, 1.99], [0.66, -1.49, -1.32], [0.25, -0.47, -0.84], [-0.25, -1.18, 1.41], [1.01, 1.27, -1.77], [-1.33, -2.15, -0.44], [-1.86, -1.31, -0.17], [-1.18, -0.32, -0.59], [0.49, 1.47, 1.11], [1.01, 0.84, -0.76], [-0.91, -0.75, 2.07], [0.76, 2.71, 0.05], [-1.51, 0.62, -0.36]],
  "mulliken_charge": [0.280, -0.592, 0.141, -0.599, 0.619, -0.616, 0.330, 0.318, -0.717, 0.241, 0.202, -0.385, 0.195, 0.221, 0.362],
  "e_tot_ev": -10207.74682,
  "gap_ev": [9.63, 7.53],
  "e_above_lowest_ev": 4.8660,
  "largest_force_ev_per_a": 1.23
}

---

(4)
{
  "formula": "C2H8N4O",
  "method": "ωB97M-V/def2-TZVPD",
  "symbols": ["C", "H", "H", "H", "H", "N", "O", "H", "H", "N", "H", "N", "N", "H", "C"],
  "coordinates": [[0.71, -0.34, 0.40], [3.47, -0.04, -1.30], [-1.80, -0.96, 0.65], [3.59, 1.15, 0.34], [-3.24, -0.42, 1.03], [2.67, 1.11, 0.70], [-2.41, 0.00, -0.95], [-3.17, 0.39, -1.32], [-3.13, -1.77, -0.16], [2.67, -0.49, -0.93], [2.07, 1.58, 1.48], [-0.20, -0.94, 0.71], [-2.69, -0.86, 0.14], [2.24, -1.31, -1.38], [2.05, 0.19, 0.02]],
  "mulliken_charge": [0.003, 0.241, 0.296, 0.244, 0.484, -0.335, -0.327, 0.361, 0.404, -0.330, 0.343, -0.314, -0.167, 0.274, 0.825],
  "e_tot_ev": -10191.59088,
  "gap_ev": 11.05,
  "charge": 2,
  "e_above_lowest_ev": 1.2011,
  "largest_force_ev_per_a": 3.72
}

---

(5)
{
  "formula": "C2H8N4O2",
  "method": "ωB97M-V/def2-TZVPD",
  "symbols": ["H", "H", "N", "H", "N", "H", "H", "C", "O", "O", "H", "N", "N", "H", "H", "C"],
  "coordinates": [[-0.43, -1.99, -1.41], [-1.02, 1.92, -0.49], [0.33, 0.63, -0.96], [2.81, 0.89, 0.20], [1.01, -0.08, -0.08], [-0.71, 0.09, 1.54], [1.55, 1.48, 1.29], [-1.30, -0.39, -0.49], [-0.05, 1.93, -0.41], [-2.23, 0.39, -0.46], [-1.96, -1.55, -1.97], [-0.46, -0.61, 0.84], [-1.34, -1.61, -1.18], [-0.45, -1.56, 1.22], [2.29, -0.13, 1.56], [1.96, 0.59, 0.81]],
  "mulliken_charge": [0.251, 0.324, -0.365, 0.295, 0.049, 0.306, 0.308, 0.716, -0.428, -0.678, 0.267, -0.401, -0.537, 0.273, 0.288, -0.669],
  "e_tot_ev": -12254.54171,
  "gap_ev": [9.24, 9.24],
  "e_above_lowest_ev": 6.5142,
  "largest_force_ev_per_a": 2.33
}

---

(6)
{
  "formula": "C2H8N4O2",
  "method": "ωB97M-V/def2-TZVPD",
  "symbols": ["H", "N", "N", "O", "N", "C", "O", "H", "H", "C", "H", "H", "N", "H", "H", "H"],
  "coordinates": [[-0.41, -1.95, 0.99], [0.10, -1.10, -0.55], [-0.63, 1.25, -0.51], [-1.11, -1.44, 1.60], [0.22, -1.23, -2.13], [0.45, 0.27, 1.88], [0.03, 1.51, -1.79], [0.82, -0.46, -2.36], [0.48, -0.22, 3.11], [-0.46, -0.11, -0.09], [0.93, -1.92, -2.48], [-0.56, 1.81, 0.31], [-0.88, -0.20, 1.29], [-0.82, 2.31, -2.44], [0.29, 1.50, 1.78], [1.58, -0.03, 1.38]],
  "mulliken_charge": [0.383, -0.304, -0.019, -0.430, -0.546, -0.661, -0.536, 0.208, 0.303, 0.442, 0.269, 0.271, -0.194, 0.389, 0.197, 0.229],
  "e_tot_ev": -12249.48441,
  "gap_ev": 8.87,
  "e_above_lowest_ev": 11.5715,
  "largest_force_ev_per_a": 6.01
}

---

(7)
{
  "formula": "C2H8N4S",
  "method": "ωB97M-V/def2-TZVPD",
  "symbols": ["H", "H", "C", "H", "H", "H", "N", "H", "N", "N", "N", "H", "C", "S", "H"],
  "coordinates": [[2.82, 0.98, -0.02], [1.61, 2.24, 0.27], [1.96, 1.30, 0.66], [1.16, -0.54, -1.35], [-2.06, -1.41, -1.89], [-1.14, 0.33, 0.97], [0.59, -0.09, -0.65], [2.41, 1.45, 1.67], [-1.59, -0.04, 0.14], [-1.01, -1.24, -1.83], [0.97, 0.16, 0.65], [-3.21, -1.60, 0.88], [-0.74, -0.52, -0.82], [-3.23, -0.40, 0.27], [1.46, -0.60, 1.07]],
  "mulliken_charge": [0.293, 0.297, -0.803, 0.260, 0.227, 0.362, -0.112, 0.295, -0.320, -0.691, -0.313, 0.136, 0.399, -0.207, 0.177],
  "e_tot_ev": -18997.94593,
  "gap_ev": 9.72,
  "e_above_lowest_ev": 0.1904,
  "smiles": "[H]/N=C(\\NS)NNC",
  "largest_force_ev_per_a": 2.78
}

---

(8)
{
  "formula": "C2H8N5",
  "method": "ωB97M-V/def2-TZVPD",
  "symbols": ["H", "H", "H", "N", "N", "N", "C", "C", "N", "H", "H", "H", "H", "H", "N"],
  "coordinates": [[1.38, -1.82, -0.66], [2.17, -0.03, -1.02], [1.04, -1.56, 1.23], [-0.34, -0.49, 0.02], [1.82, 0.14, -0.10], [-1.31, 1.69, 0.00], [-0.24, 0.85, -0.05], [0.98, -1.09, 0.13], [1.04, 1.33, 0.01], [2.54, 0.25, 0.51], [-1.93, -1.42, 0.74], [-2.25, -0.69, -0.63], [-2.25, 1.37, -0.14], [-1.15, 2.64, 0.10], [-1.50, -1.19, -0.14]],
  "mulliken_charge": [0.336, 0.343, 0.301, 0.476, 0.215, -0.326, 0.664, -0.514, -0.792, 0.284, 0.279, 0.252, 0.172, 0.231, -0.921],
  "e_tot_ev": -9645.22124,
  "gap_ev": 10.16,
  "charge": 1,
  "e_above_lowest_ev": 2.7586,
  "smiles": "NC1=N[NH2+]CN1N",
  "largest_force_ev_per_a": 3.98
}

---

(9)
{
  "formula": "C2H8N5",
  "method": "ωB97M-V/def2-TZVPD",
  "symbols": ["N", "N", "H", "N", "H", "H", "C", "C", "N", "H", "N", "H", "H", "H", "H"],
  "coordinates": [[0.40, 0.75, -0.35], [-1.77, 1.02, -0.44], [-0.75, -2.36, 1.30], [-0.88, 1.11, -1.20], [2.37, 0.16, -0.49], [1.54, 0.55, -1.99], [-1.39, 0.54, 0.83], [1.65, 0.77, -0.94], [-0.10, -1.77, 0.57], [0.77, -2.03, 0.70], [-0.01, 0.28, 0.75], [-1.56, 1.36, 1.57], [2.26, 1.72, -1.10], [-2.06, -0.25, 1.14], [-0.48, -1.86, -0.35]],
  "mulliken_charge": [0.621, -0.086, 0.331, -0.124, 0.381, 0.335, -0.151, -0.778, -0.647, 0.232, -0.326, 0.329, 0.310, 0.268, 0.307],
  "e_tot_ev": -9642.84117,
  "gap_ev": [9.44, 9.44],
  "charge": 1,
  "e_above_lowest_ev": 5.1386,
  "largest_force_ev_per_a": 8.36
}

---

Repeat the ninth record exactly.
{
  "formula": "C2H8N5",
  "method": "ωB97M-V/def2-TZVPD",
  "symbols": ["N", "N", "H", "N", "H", "H", "C", "C", "N", "H", "N", "H", "H", "H", "H"],
  "coordinates": [[0.40, 0.75, -0.35], [-1.77, 1.02, -0.44], [-0.75, -2.36, 1.30], [-0.88, 1.11, -1.20], [2.37, 0.16, -0.49], [1.54, 0.55, -1.99], [-1.39, 0.54, 0.83], [1.65, 0.77, -0.94], [-0.10, -1.77, 0.57], [0.77, -2.03, 0.70], [-0.01, 0.28, 0.75], [-1.56, 1.36, 1.57], [2.26, 1.72, -1.10], [-2.06, -0.25, 1.14], [-0.48, -1.86, -0.35]],
  "mulliken_charge": [0.621, -0.086, 0.331, -0.124, 0.381, 0.335, -0.151, -0.778, -0.647, 0.232, -0.326, 0.329, 0.310, 0.268, 0.307],
  "e_tot_ev": -9642.84117,
  "gap_ev": [9.44, 9.44],
  "charge": 1,
  "e_above_lowest_ev": 5.1386,
  "largest_force_ev_per_a": 8.36
}

---

Please write out number 6 again, unchanged.
{
  "formula": "C2H8N4O2",
  "method": "ωB97M-V/def2-TZVPD",
  "symbols": ["H", "N", "N", "O", "N", "C", "O", "H", "H", "C", "H", "H", "N", "H", "H", "H"],
  "coordinates": [[-0.41, -1.95, 0.99], [0.10, -1.10, -0.55], [-0.63, 1.25, -0.51], [-1.11, -1.44, 1.60], [0.22, -1.23, -2.13], [0.45, 0.27, 1.88], [0.03, 1.51, -1.79], [0.82, -0.46, -2.36], [0.48, -0.22, 3.11], [-0.46, -0.11, -0.09], [0.93, -1.92, -2.48], [-0.56, 1.81, 0.31], [-0.88, -0.20, 1.29], [-0.82, 2.31, -2.44], [0.29, 1.50, 1.78], [1.58, -0.03, 1.38]],
  "mulliken_charge": [0.383, -0.304, -0.019, -0.430, -0.546, -0.661, -0.536, 0.208, 0.303, 0.442, 0.269, 0.271, -0.194, 0.389, 0.197, 0.229],
  "e_tot_ev": -12249.48441,
  "gap_ev": 8.87,
  "e_above_lowest_ev": 11.5715,
  "largest_force_ev_per_a": 6.01
}

---

Please write out number 1 again, unchanged.
{
  "formula": "C2H8N4O",
  "method": "ωB97M-V/def2-TZVPD",
  "symbols": ["H", "O", "N", "N", "C", "C", "N", "H", "H", "H", "N", "H", "H", "H", "H"],
  "coordinates": [[-0.63, 2.41, -0.57], [0.42, -1.77, 0.74], [-1.71, -0.95, 0.32], [0.09, 2.33, 0.16], [0.62, 1.15, 0.16], [-0.38, -1.18, 0.05], [-0.06, -0.91, -1.41], [-0.84, -1.11, -2.04], [-1.91, -1.08, 1.31], [1.87, 1.58, 1.72], [1.67, 0.90, 1.00], [-2.08, -0.07, -0.03], [0.74, -1.49, -1.68], [1.78, -0.06, 1.30], [0.41, 0.25, -1.03]],
  "mulliken_charge": [0.220, -0.557, -0.473, -0.830, 0.092, 0.330, -0.397, 0.267, 0.276, 0.258, -0.500, 0.283, 0.294, 0.229, 0.509],
  "e_tot_ev": -10209.79876,
  "gap_ev": 8.04,
  "e_above_lowest_ev": 2.8140,
  "largest_force_ev_per_a": 3.45
}